(1)
The following is a DFT calculation (ωB97M-V/def2-TZVPD) of a structure of composition C5H13NO at a distorted geometry.

```
20
Properties=species:S:1:pos:R:3:forces:R:3
C 0.81610 1.10521 0.26690 0.532 1.660 -0.175
C 2.36993 0.95437 0.11360 -1.912 2.284 2.089
O 2.42547 -0.27215 -1.41935 -0.037 -0.135 -1.857
C 0.11695 -0.19380 0.58023 0.595 -0.308 0.035
N -1.33410 -0.25027 0.41403 -0.256 1.054 0.191
C -1.84778 -1.57316 0.73381 0.795 0.693 -1.022
C -1.64871 0.10791 -0.96408 1.029 -0.952 -0.321
H 0.55322 1.62865 -0.65842 -0.581 -0.677 -0.250
H 0.54324 1.88724 0.99608 0.068 -0.355 0.415
H 2.65475 0.22049 0.86467 0.763 -0.134 -0.403
H 2.77159 1.95487 0.40562 0.241 -0.282 0.110
H 2.42139 0.93873 -1.19929 0.746 -2.106 0.345
H 0.63407 -0.94270 -0.04429 -0.176 -0.107 -0.067
H 0.36359 -0.41189 1.62665 -0.173 -0.143 0.032
H -2.93092 -1.54696 0.62077 -0.066 -0.266 0.296
H -1.41394 -2.26458 -0.01210 -0.220 -0.452 0.250
H -1.50385 -1.84642 1.72821 -0.274 -0.142 0.107
H -0.94710 -0.45602 -1.61456 -0.385 -0.203 -0.171
H -2.66968 -0.16735 -1.22289 -0.125 0.299 0.033
H -1.37423 1.12781 -1.21556 -0.562 0.273 0.362
```
Forces are in eV/Å.

Its total energy is -8928.671 eV. Its charge is -1. As for the orbital gap (alpha / beta): 0.1817 / 0.2443 Eh. The LUMO energy (alpha / beta) is 3.9 / 3.9 eV. Its expectation value of S² is 0.757. Its energy above the lowest of the compared OMol25 structures with the same formula, charge and spin is 394.6 kJ/mol. The multiplicity is 2. The HOMO energy (alpha / beta) comes out at -1.1 / -2.8 eV.

These are the Mulliken partial charges, in e, on atoms 1 to 2:
1 C -0.59
2 C -1.24

(2)
The following is a DFT calculation (ωB97M-V/def2-TZVPD) of a structure of composition C35H42Br33O9P at a distorted geometry.

```
120
Properties=species:S:1:pos:R:3:forces:R:3
C 8.67062 0.23366 -2.21519 -0.355 -0.309 0.257
C 7.62474 -0.14503 -3.27803 0.125 -0.030 0.298
O 6.92707 0.96910 -3.79995 0.070 0.152 -0.269
C 5.92695 1.47118 -2.94119 -0.121 0.030 0.102
C 4.62766 0.65808 -2.98160 -0.120 0.278 0.197
O 3.58037 1.38737 -3.61776 0.000 -0.403 -0.212
C 3.39345 1.04339 -4.98823 0.132 0.403 0.146
C 2.20434 0.15172 -5.22766 0.098 0.089 -0.502
O 1.01050 0.89971 -5.06380 0.013 0.225 0.311
C 0.00455 0.28726 -4.28865 -0.255 -0.264 -0.443
C 0.09747 0.53397 -2.80666 -0.095 0.484 0.181
C -0.07028 1.76987 -2.27921 -0.055 -0.539 -0.296
C -0.32055 2.94923 -3.19803 0.225 0.154 0.460
C -0.67157 4.31573 -2.60142 0.348 -0.123 -0.049
C -2.04742 4.38278 -1.94234 0.458 0.319 -0.163
O -2.63894 5.67083 -2.09840 -0.111 -0.135 -0.015
C 0.02449 1.88370 -0.79547 0.236 0.185 0.308
O 0.11802 2.95668 -0.21388 -0.256 -0.254 -0.536
C -0.00596 0.64663 0.04689 -0.102 -0.098 -0.007
P -0.24075 0.83527 1.87128 0.411 -0.639 0.631
O 0.76062 2.05075 2.27546 -0.528 0.044 0.027
O -1.72217 1.54385 1.90106 -0.012 -0.023 -0.260
C 0.14472 -0.57987 -0.48147 -0.144 0.293 -0.125
C 0.16424 -1.91082 0.23394 0.131 0.034 -0.023
C -1.09288 -2.20481 1.04266 -0.377 -0.234 0.115
O -2.15168 -2.32631 0.45908 0.335 0.282 -0.008
C -1.04500 -2.38614 2.52830 -0.048 -0.185 0.793
C -2.26259 -2.27686 3.23073 0.296 -0.212 0.472
C -2.30591 -2.41870 4.62115 0.848 0.227 -0.067
C -1.13034 -2.66359 5.34725 0.427 0.008 -0.951
C 0.08440 -2.79663 4.65508 -0.783 0.140 -0.522
C 0.12558 -2.66410 3.25601 -0.418 0.057 0.497
C 0.34188 -0.66835 -1.96602 0.147 -0.298 -0.275
O 0.68019 -1.71950 -2.48376 -0.090 0.416 0.251
H 9.66504 -0.07733 -2.52497 0.105 0.233 -0.026
H 8.46503 -0.26628 -1.26562 0.019 0.016 -0.029
H 8.63883 1.30284 -2.01489 0.189 0.064 -0.158
H 6.91418 -0.86369 -2.85542 -0.016 -0.068 -0.076
H 8.11833 -0.62233 -4.12156 -0.103 0.018 -0.110
H 6.29139 1.56524 -1.91182 0.112 -0.147 0.009
H 5.68484 2.48029 -3.27314 0.052 0.009 -0.098
H 4.80273 -0.29084 -3.49252 0.005 -0.083 -0.002
H 4.29906 0.43653 -1.96449 -0.142 0.018 -0.016
H 3.22173 1.97191 -5.54290 0.004 0.030 0.082
H 4.29624 0.59350 -5.40891 0.042 -0.091 0.046
H 2.24937 -0.13731 -6.28625 0.025 -0.267 0.049
H 2.22369 -0.75251 -4.61487 -0.046 0.057 0.125
H -0.00977 -0.78334 -4.49531 -0.024 -0.042 0.159
H -0.94735 0.68642 -4.64954 0.016 0.085 0.020
H 0.58607 3.06899 -3.79541 -0.039 -0.080 -0.117
H -1.11454 2.67816 -3.90067 0.386 -0.221 0.254
H 0.11884 4.60858 -1.91390 -0.106 0.129 0.133
H -0.63503 5.04420 -3.41422 -0.247 -0.070 -0.099
H -1.94887 4.15423 -0.88160 -0.185 -0.256 0.029
H -2.70433 3.65408 -2.42623 -0.174 0.034 0.115
H -2.45595 6.18483 -1.30933 0.001 0.069 -0.006
H 0.36305 2.88840 1.99184 0.408 0.089 -0.226
H -2.06675 1.75637 1.02646 -0.066 0.178 0.067
H 0.20391 -2.67049 -0.54684 0.001 -0.048 0.033
H 1.08794 -2.00436 0.80111 -0.036 0.092 0.216
H -3.18796 -2.08850 2.69954 0.170 0.043 -0.147
H -3.23497 -2.32633 5.16468 -0.012 0.141 -0.151
H -1.12796 -2.76126 6.42546 -0.190 0.020 -0.033
H 0.99570 -2.99718 5.19883 0.075 -0.030 0.024
H 1.08766 -2.78753 2.77324 -0.087 0.096 -0.125
C 5.75355 -0.46921 3.83400 -0.027 0.085 0.052
Br 4.74961 -2.04605 4.28370 -0.036 -0.025 0.004
Br 7.63622 -0.84096 3.71694 -0.002 0.008 -0.019
Br 5.08546 0.36289 2.23888 -0.026 -0.021 -0.102
H 5.61658 0.24038 4.63893 -0.026 0.007 0.001
C -1.69532 3.88264 -7.33542 -0.004 -0.011 -0.118
Br -2.54161 3.57772 -5.63423 -0.431 0.194 -0.329
Br -2.04386 5.63541 -8.02489 -0.133 -0.046 0.054
Br 0.18896 3.53876 -7.19108 0.089 0.059 0.023
H -2.11235 3.17054 -8.03269 0.026 -0.038 0.007
C -1.24866 -4.46927 9.77595 -0.034 -0.021 -0.044
Br -1.31485 -5.52280 8.16612 -0.047 -0.040 0.008
Br -1.68768 -2.63557 9.42218 0.123 0.035 -0.052
Br -2.37098 -5.19552 11.16148 -0.014 -0.028 -0.043
H -0.23217 -4.49814 10.13936 0.009 -0.017 0.003
C 1.92130 1.04939 -9.42686 -0.014 0.028 0.031
Br 1.16099 -0.70458 -9.22052 -0.003 0.004 -0.008
Br 3.83992 0.98653 -9.53266 -0.014 -0.005 0.010
Br 1.15040 1.98848 -10.91755 0.013 -0.017 0.017
H 1.66749 1.60916 -8.53816 -0.019 -0.013 0.003
C -5.51052 -0.05275 9.60155 -0.065 -0.002 -0.048
Br -5.19538 -0.55771 7.77374 0.046 0.312 -0.023
Br -4.75893 -1.34768 10.80648 -0.105 0.017 0.102
Br -4.88543 1.72395 9.98820 0.015 -0.034 -0.024
H -6.58044 -0.05599 9.74853 -0.008 0.010 0.022
C -5.31995 -5.34250 6.66326 -0.040 0.018 0.086
Br -5.18940 -4.03459 8.06971 0.019 -0.234 -0.058
Br -7.15352 -5.73436 6.22388 0.056 -0.032 -0.012
Br -4.31408 -4.81238 5.11059 -0.181 -0.335 0.144
H -4.88334 -6.26098 7.03095 0.004 0.105 0.019
C -4.60710 -8.33962 3.56357 -0.139 0.065 0.059
Br -5.42698 -10.06877 3.37967 0.034 0.000 -0.010
Br -2.71613 -8.47957 3.90878 -0.011 0.033 -0.092
Br -5.01141 -7.19883 2.08073 0.092 0.004 -0.140
H -5.04272 -7.87090 4.43462 -0.041 -0.007 0.004
C -6.20367 4.42476 -4.89714 -0.004 0.004 0.007
Br -6.73681 2.97435 -6.04562 0.030 0.024 0.020
Br -6.92982 6.10103 -5.49256 -0.008 -0.008 0.006
Br -6.64089 4.06859 -3.05888 0.009 -0.005 -0.015
H -5.12843 4.50439 -4.96021 0.007 0.019 -0.018
C -5.65264 -9.19293 8.36561 -0.136 0.025 -0.040
Br -5.69540 -7.76618 9.65052 0.029 0.063 -0.002
Br -7.40685 -9.59144 7.68824 0.018 -0.024 0.009
Br -4.42710 -8.80495 6.93038 0.168 -0.218 0.163
H -5.28905 -10.07770 8.86722 0.028 -0.002 -0.003
C 1.51201 8.11259 -9.42201 0.007 -0.029 0.005
Br 1.00919 6.63249 -10.54440 0.006 -0.005 0.004
Br 0.87777 9.78608 -10.12475 -0.008 -0.017 0.000
Br 0.93967 7.84347 -7.60685 0.072 0.061 0.019
H 2.59097 8.15519 -9.41578 0.011 0.005 -0.003
C 3.59992 3.61728 4.75889 -0.090 -0.104 -0.027
Br 2.70851 1.94296 5.08421 0.045 0.036 0.018
Br 5.50800 3.38717 4.68747 0.099 0.021 0.045
Br 2.94924 4.49151 3.17488 0.028 0.006 0.002
H 3.38286 4.26662 5.59386 0.018 0.001 0.016
```
Forces are in eV/Å.

Its total energy is -2376089.564 eV. Its charge is 0. As for the orbital gap: 0.2595 Eh. The LUMO energy is -1.7 eV. The multiplicity is 1. The HOMO energy comes out at -8.7 eV.

These are the Mulliken partial charges, in e, on atoms 1 to 2:
1 C -1.11
2 C -0.14

(3)
The following is a DFT calculation (ωB97M-V/def2-TZVPD) of a cluster of 2 separate species, C2H8N2O2 in total at a distorted geometry.

```
14
Properties=species:S:1:pos:R:3:forces:R:3
N -0.34486 1.89606 0.27149 -0.820 0.967 -0.169
C 0.53488 1.26834 -0.62125 0.242 -2.021 -1.813
N 0.36599 -0.21746 -0.43746 0.632 2.005 0.252
C 1.45568 -0.83088 0.05124 1.446 0.540 -0.343
O 2.50780 -0.20547 0.26439 -1.124 -1.807 0.059
H -0.89807 1.35080 0.86798 -0.502 -1.078 0.522
H -0.20071 2.77054 0.69563 0.810 1.026 0.036
H 1.61801 1.51524 -0.56462 -0.986 -0.096 0.390
H 0.26206 1.31796 -1.70378 -0.138 0.875 0.577
H -0.59553 -0.51699 -0.31457 0.400 -0.572 -0.079
H 1.36367 -1.93617 0.05419 0.178 0.252 0.550
O -1.95446 -1.82568 0.28359 -0.870 1.911 1.202
H -2.38430 -1.90750 1.15568 0.344 -0.082 -0.685
H -1.73014 -2.67877 -0.00250 0.388 -1.919 -0.499
```
Forces are in eV/Å.

As for the SMILES: NCNC=O.O. Its total energy is -9278.302 eV. Its charge is 0. As for the orbital gap: 0.3404 Eh. The LUMO energy is 0.4 eV. Its energy above the lowest of the compared OMol25 structures with the same formula, charge and spin is 155.2 kJ/mol. The multiplicity is 1. The HOMO energy comes out at -8.9 eV.

These are the Mulliken partial charges, in e, on atoms 1 to 2:
1 N -0.43
2 C -0.33

> What is the charge in the first record?

-1